79
Properties=species:S:1:pos:R:3:forces:R:3 method="wB97M-V/def2-TZVPD" spin_multiplicity=2 lumo_ev="-5.7 / -7.8" charge=+2 orbital_gap_ev="7.82 / 6.20"
Mg -0.3941 -0.3803 0.1835 0.044 0.045 0.257
C -1.6205 -3.2559 2.6594 0.010 -0.010 0.003
C -1.9984 -1.8589 3.1497 -0.001 0.032 0.038
C -3.4716 -1.5471 2.8990 -0.014 -0.006 -0.014
C -1.0593 -0.7869 2.6292 0.034 -0.014 -0.051
C 0.3164 -1.0435 2.4689 -0.067 -0.044 0.048
C 1.2196 -0.0188 2.1807 0.058 0.030 0.006
C 0.8020 1.3097 2.0504 0.011 -0.017 0.021
C 1.7815 2.4241 1.8379 0.008 0.014 -0.006
C -0.5679 1.5544 2.1407 -0.051 0.000 -0.075
C -1.4813 0.5323 2.3905 -0.056 -0.066 -0.002
H -2.3690 -3.9784 2.9820 -0.004 0.000 -0.003
H -0.6636 -3.5955 3.0540 0.002 0.006 0.009
H -1.5679 -3.2892 1.5681 -0.001 0.007 0.002
H -1.8443 -1.8394 4.2359 -0.014 -0.021 -0.003
H -3.6873 -1.4328 1.8338 0.007 -0.004 0.029
H -3.7988 -0.6455 3.4158 -0.004 0.001 0.002
H -4.0861 -2.3650 3.2720 -0.001 0.000 0.003
H 0.6946 -2.0451 2.6210 0.009 0.000 -0.005
H 2.2725 -0.2569 2.0853 0.002 -0.002 0.009
H 2.0740 2.8434 2.8026 -0.007 0.005 0.003
H 1.3455 3.2326 1.2507 0.000 -0.002 -0.003
H 2.6876 2.0761 1.3448 0.000 -0.003 0.011
H -0.9363 2.5642 2.0023 0.008 0.001 0.002
H -2.5348 0.7733 2.4382 0.013 0.018 0.089
C -2.6464 4.2352 -2.1510 -0.005 0.004 -0.004
C -1.4633 3.3291 -1.9832 0.009 -0.020 0.014
C -0.2584 3.5456 -2.6500 0.012 -0.004 0.003
C 0.8212 2.6959 -2.4598 -0.005 0.014 -0.016
C 0.6416 1.6398 -1.5949 0.004 -0.028 0.023
Br 2.0406 0.4113 -1.2278 0.062 -0.009 -0.033
N -0.4930 1.3901 -0.9486 -0.044 0.126 -0.148
C -1.5247 2.2276 -1.1432 -0.005 0.019 -0.025
H -2.5890 4.7830 -3.0891 -0.001 -0.002 -0.004
H -2.6860 4.9657 -1.3414 0.002 0.006 -0.003
H -3.5791 3.6726 -2.1390 -0.004 0.002 0.010
H -0.1609 4.3848 -3.3276 -0.001 0.005 0.002
H 1.7637 2.8489 -2.9650 0.005 -0.001 0.003
H -2.4383 1.9906 -0.6103 0.016 0.010 0.011
C -4.2125 -2.5961 -3.1526 -0.014 -0.010 -0.001
Si -3.3792 -2.1871 -1.5350 0.047 -0.036 0.043
C -3.8095 -3.5547 -0.3378 -0.023 0.029 -0.023
C -3.9463 -0.4992 -0.9366 0.016 0.007 0.032
Ge -0.9558 -2.0518 -1.8820 -0.074 -0.181 -0.249
Si 0.6474 -3.8596 -1.5375 -0.029 -0.010 0.044
C 2.2231 -3.4720 -2.4534 -0.019 -0.007 0.044
C -0.2992 -5.2762 -2.3086 0.046 -0.025 0.037
C 1.0250 -4.2149 0.2569 0.000 0.025 -0.014
Si -0.7709 -1.2972 -4.1833 0.017 0.153 -0.045
C -1.9434 0.1645 -4.3385 -0.017 -0.018 -0.007
C -1.2326 -2.6849 -5.3457 0.030 0.029 0.012
C 0.9488 -0.7156 -4.6561 -0.003 -0.026 0.027
H -5.2879 -2.6220 -2.9492 -0.007 -0.005 -0.024
H -3.9296 -3.5885 -3.5064 0.010 -0.004 -0.002
H -4.0465 -1.8797 -3.9551 0.007 -0.039 0.027
H -4.8991 -3.6519 -0.3195 -0.004 -0.005 0.003
H -3.4775 -3.3887 0.6831 0.001 0.006 -0.004
H -3.4084 -4.5119 -0.6766 0.009 0.005 -0.006
H -5.0242 -0.5086 -0.7561 -0.008 0.009 0.005
H -3.7427 0.2663 -1.6889 -0.003 -0.022 -0.017
H -3.4667 -0.2022 0.0027 -0.009 0.013 -0.017
H 2.0700 -3.3715 -3.5266 -0.028 -0.002 -0.031
H 2.9227 -4.2972 -2.2933 0.007 -0.003 -0.016
H 2.7052 -2.5626 -2.0916 0.001 0.011 -0.001
H -0.5030 -5.1191 -3.3679 0.004 0.023 -0.016
H -1.2443 -5.4715 -1.7997 0.002 0.015 0.015
H 0.3145 -6.1779 -2.2154 -0.011 -0.014 -0.028
H 1.4912 -3.3647 0.7609 0.012 0.006 -0.010
H 1.7361 -5.0440 0.3051 0.005 -0.003 -0.005
H 0.1381 -4.5114 0.8156 0.003 -0.005 -0.007
H -2.9913 -0.1119 -4.2133 0.053 0.035 0.008
H -1.8376 0.5983 -5.3363 -0.006 0.003 -0.008
H -1.7156 0.9512 -3.6142 0.038 -0.016 -0.011
H -2.1878 -3.1593 -5.1330 -0.048 0.007 0.036
H -0.4609 -3.4564 -5.3618 0.008 -0.012 0.024
H -1.2871 -2.2666 -6.3551 -0.004 -0.015 -0.007
H 1.4469 -0.0957 -3.9117 -0.042 0.003 -0.032
H 0.8606 -0.1266 -5.5733 -0.015 -0.002 -0.009
H 1.6051 -1.5563 -4.8819 0.019 -0.010 0.033

***

72
Properties=species:S:1:pos:R:3:forces:R:3 method="wB97M-V/def2-TZVPD" lumo_ev=-4.3 charge=+1 orbital_gap_ev=6.61
C -0.0886 3.7459 3.9993 -1.791 6.129 -8.149
C -0.3891 4.6874 2.9690 2.975 -7.108 6.546
N -0.7025 5.3118 1.5956 2.043 -4.589 1.824
C -2.0684 4.6631 1.2890 -2.108 -0.611 -0.499
C -1.9405 3.6174 0.0037 -0.262 1.269 1.002
O -2.0698 2.1720 0.2451 1.284 2.262 -0.297
C -0.8140 1.5680 0.7168 1.010 -1.059 1.656
C -1.0299 0.0797 1.4456 0.096 0.840 -0.664
C -0.2176 0.0453 2.8691 -0.367 -0.667 0.701
C 0.6989 -1.3385 3.0730 0.113 1.788 -0.071
N -0.5268 3.9819 -0.4216 1.900 2.158 1.067
Cl -0.4710 4.4225 -2.0901 0.504 -0.192 0.323
C 0.3058 4.7806 0.5570 -2.467 -0.115 0.537
N 1.6517 5.0372 0.6440 -2.146 -0.708 -1.416
C 2.5635 4.4213 -0.4150 1.403 0.647 -4.095
C 2.9050 5.0333 -1.7278 -1.251 -1.523 3.215
H 0.2324 2.8394 4.7055 -0.993 2.809 -1.653
H -2.5624 4.0105 2.1447 1.507 1.725 -1.422
H -2.7559 5.5861 1.0669 1.120 -2.074 0.124
H -2.7678 3.9834 -0.7730 2.156 -1.252 1.487
H -0.0393 1.3802 -0.1434 -1.540 0.871 1.533
H -0.3986 2.2663 1.5807 -0.528 -1.338 -1.911
H -0.5984 -0.7417 0.6960 -1.116 1.726 1.752
H -2.1879 -0.0624 1.6055 2.424 0.060 -0.301
H 0.5322 0.9349 3.0345 -1.501 -1.520 -0.693
H -1.0353 0.1532 3.7311 1.830 -0.385 -1.779
H 0.9403 -1.3827 4.2173 -0.515 -0.373 -2.222
H 1.7287 -1.0912 2.5242 -2.263 -0.957 1.017
H 0.1579 -2.2828 2.6430 1.173 1.845 1.045
H 2.0099 5.6246 1.4555 -0.814 -1.055 -1.300
H 2.9866 3.3496 -0.1738 -1.294 2.096 -0.439
H 3.1791 4.2854 -2.6167 -0.014 1.802 2.468
H 2.8654 6.1878 -1.9754 -0.458 -2.660 0.626
C -1.3843 -5.5974 0.3066 0.549 -0.379 -0.101
C -2.8797 -5.7489 0.4133 -0.566 0.036 -0.398
C -3.1557 -5.2018 1.7968 -0.148 -0.085 0.437
O -2.1594 -4.2031 2.0557 0.124 -0.087 -0.271
C -1.1438 -4.3004 1.0476 -0.032 0.342 0.121
H -1.0171 -5.5747 -0.7226 -0.051 0.024 0.121
H -0.8892 -6.4241 0.8298 -0.003 0.106 -0.078
H -3.3706 -5.1226 -0.3409 0.056 -0.103 0.035
H -3.2281 -6.7767 0.2836 0.034 0.131 0.045
H -3.0541 -5.9808 2.5599 -0.092 -0.020 -0.019
H -4.1521 -4.7585 1.8813 0.146 0.042 0.070
H -1.2508 -3.4373 0.3815 0.083 0.019 -0.104
H -0.1558 -4.2604 1.5145 -0.092 0.018 0.058
C -4.8500 -2.0669 -3.2583 -0.488 0.253 0.376
C -3.5349 -1.6319 -3.8515 0.222 0.258 -0.558
C -2.5560 -2.5616 -3.1679 0.283 -0.245 0.236
O -3.2588 -3.7832 -2.9017 -0.058 0.364 -0.050
C -4.6583 -3.5618 -3.1251 -0.071 -0.461 -0.128
H -5.7169 -1.8011 -3.8685 0.093 -0.062 0.088
H -4.9770 -1.6166 -2.2666 -0.044 -0.047 -0.102
H -3.5355 -1.8188 -4.9318 0.039 0.061 0.116
H -3.3061 -0.5759 -3.6873 0.005 -0.113 -0.014
H -2.2226 -2.1520 -2.2085 0.075 0.096 0.007
H -1.6760 -2.7697 -3.7833 -0.076 -0.097 0.101
H -4.9351 -4.0810 -4.0491 -0.098 0.018 0.049
H -5.2353 -3.9873 -2.2994 0.137 -0.041 -0.054
C 7.0216 1.0578 -0.2198 0.436 -0.064 0.504
C 6.2959 0.1930 -1.2179 0.050 -0.188 -0.625
C 4.8566 0.3352 -0.7730 -0.411 -0.315 0.110
O 4.7272 1.6408 -0.1936 0.041 0.055 -0.046
C 6.0395 2.1892 -0.0081 -0.015 0.482 -0.003
H 7.9998 1.4016 -0.5652 -0.146 -0.016 0.067
H 7.1627 0.5053 0.7168 0.033 0.105 -0.102
H 6.4182 0.6074 -2.2256 -0.015 -0.106 0.085
H 6.6378 -0.8450 -1.2312 -0.086 0.140 -0.001
H 4.6048 -0.3996 -0.0010 -0.002 -0.055 -0.078
H 4.1495 0.2280 -1.6007 -0.002 0.084 0.126
H 6.1792 2.9801 -0.7531 0.095 0.036 0.046
H 6.1169 2.6314 0.9890 -0.119 -0.030 -0.080

***

Calculated energy relative to the best compared isomer or geometry (same formula, charge and spin) in order - 0.00; 0.00 kcal per mole